{"formula": "C12H30AsF6N2O4Rb", "method": "the ωB97M-V functional and the def2-TZVPD basis", "species": ["Rb", "As", "F", "F", "F", "F", "F", "F", "C", "O", "C", "C", "N", "C", "C", "O", "C", "H", "H", "H", "H", "H", "H", "H", "H", "H", "H", "H", "H", "H", "H", "H", "C", "O", "C", "C", "N", "C", "C", "O", "C", "H", "H", "H", "H", "H", "H", "H", "H", "H", "H", "H", "H", "H", "H", "H"], "positions_angstrom": [[-6.696, 1.405, 27.245], [-8.983, 4.030, 25.333], [-9.486, 3.146, 23.818], [-7.245, 3.714, 24.966], [-8.294, 4.936, 26.769], [-10.630, 4.538, 25.816], [-9.126, 2.583, 26.417], [-8.958, 5.548, 24.379], [-5.539, -6.571, 24.450], [-6.372, -5.792, 25.211], [-7.717, -6.204, 25.222], [-8.298, -5.107, 26.126], [-8.447, -3.853, 25.393], [-9.082, -2.821, 26.257], [-9.140, -1.434, 25.585], [-7.824, -0.771, 25.591], [-7.693, 0.042, 24.415], [-5.849, -6.677, 23.410], [-5.697, -7.600, 24.771], [-4.508, -6.344, 24.721], [-7.806, -7.183, 25.694], [-8.232, -6.307, 24.267], [-7.637, -4.951, 26.979], [-9.221, -5.462, 26.585], [-7.573, -3.504, 25.025], [-8.402, -2.723, 27.103], [-10.017, -3.277, 26.584], [-9.842, -0.740, 26.048], [-9.379, -1.692, 24.553], [-6.838, 0.717, 24.369], [-8.596, 0.647, 24.336], [-7.655, -0.449, 23.443], [-8.624, 3.282, 30.200], [-8.311, 1.956, 29.647], [-8.416, 0.928, 30.608], [-8.131, -0.520, 30.069], [-6.722, -0.659, 29.636], [-6.306, -1.973, 29.042], [-4.796, -2.140, 28.816], [-4.149, -1.903, 30.046], [-2.720, -1.823, 30.064], [-9.698, 3.385, 30.351], [-8.316, 3.963, 29.406], [-8.036, 3.535, 31.083], [-9.415, 0.954, 31.043], [-7.761, 1.189, 31.439], [-8.803, -0.747, 29.241], [-8.296, -1.074, 30.993], [-6.127, -0.561, 30.446], [-6.756, -2.211, 28.079], [-6.586, -2.647, 29.851], [-4.510, -1.369, 28.100], [-4.592, -3.145, 28.448], [-2.415, -2.739, 29.558], [-2.238, -1.707, 31.035], [-2.284, -1.071, 29.406]], "forces_ev_per_a": [[-0.27, 0.24, 0.09], [-0.33, 2.62, -0.17], [0.59, 0.65, 2.38], [-1.42, -0.57, 0.18], [-0.84, -1.10, -1.18], [1.46, -1.19, -0.44], [0.33, 0.80, -1.33], [0.41, -1.61, 0.77], [0.04, -2.06, 0.30], [-0.23, 0.93, -0.49], [-0.01, 0.90, 1.73], [-0.21, -0.20, -0.55], [-1.50, 0.43, -0.02], [1.83, -0.21, -0.32], [0.68, -0.81, -0.20], [-0.06, -0.71, -0.57], [-1.18, 0.57, -0.47], [0.56, 0.91, -0.49], [0.29, -0.61, 0.33], [-0.04, 0.31, -0.78], [0.11, -0.25, 0.29], [0.29, 0.53, -0.39], [0.42, -0.33, 0.18], [-0.50, 0.37, -0.38], [0.26, -0.24, 0.19], [-0.38, 0.18, 0.74], [-0.26, 0.70, -0.02], [-0.21, -0.17, -0.13], [-0.33, 0.58, -0.18], [0.19, -0.14, 0.85], [0.05, 0.45, 0.06], [0.09, -0.98, 0.24], [0.43, -0.80, -1.43], [0.05, 0.71, 0.31], [-0.02, -0.19, -0.34], [1.02, 1.72, 0.56], [0.49, 0.31, -1.39], [-0.02, 0.10, 1.46], [-0.45, 1.16, 0.72], [0.24, 0.83, 1.34], [-0.21, -1.01, -1.84], [0.04, -0.09, 0.23], [-0.21, 0.09, 0.03], [-0.07, -0.38, 0.23], [-0.36, -0.28, -0.06], [0.46, -0.35, 0.20], [-0.08, -0.25, 0.23], [-0.49, -0.84, -0.27], [0.12, 0.22, 0.12], [-0.46, 0.21, 0.27], [-0.15, -1.08, -0.55], [0.40, -0.06, -0.41], [0.06, -0.07, -0.22], [0.66, -0.41, 0.46], [-0.82, -0.21, 0.17], [-0.47, 0.68, -0.04]], "nbo_charge": [0.956, 2.780, -0.613, -0.641, -0.644, -0.607, -0.652, -0.613, -0.247, -0.543, -0.070, -0.227, -0.635, -0.239, -0.081, -0.595, -0.286, 0.171, 0.151, 0.198, 0.163, 0.183, 0.172, 0.189, 0.368, 0.161, 0.209, 0.199, 0.195, 0.189, 0.205, 0.185, -0.262, -0.579, -0.056, -0.240, -0.672, -0.240, -0.057, -0.562, -0.248, 0.189, 0.221, 0.173, 0.173, 0.160, 0.205, 0.183, 0.372, 0.202, 0.181, 0.155, 0.183, 0.168, 0.205, 0.166], "energy_ev": -101900.3862, "e_homo_ev": -9.16, "spin_multiplicity": 1, "lumo_energy_ev": -0.298, "homo_lumo_gap_ev": 8.861, "charge": 0, "de_lowest_kj_mol": 193.9}

***

{"formula": "C39H35F2N5O10PS2W", "method": "the ωB97M-V functional and the def2-TZVPD basis", "species": ["W", "S", "C", "N", "C", "C", "N", "C", "C", "C", "C", "C", "C", "C", "C", "S", "C", "C", "C", "C", "C", "C", "C", "H", "H", "H", "H", "H", "H", "H", "H", "H", "H", "H", "H", "H", "H", "H", "H", "H", "H", "O", "N", "O", "C", "C", "C", "C", "C", "C", "N", "C", "C", "N", "C", "C", "C", "C", "H", "H", "H", "H", "H", "H", "H", "O", "C", "C", "O", "C", "C", "O", "C", "O", "O", "F", "C", "F", "H", "C", "O", "P", "O", "C", "O", "C", "H", "H", "H", "H", "H", "H", "H", "H", "H"], "positions_angstrom": [[-1.012, 0.060, 1.410], [-1.070, -0.979, -1.034], [-1.193, 0.228, -2.217], [-1.275, -0.076, -3.487], [-1.421, 1.012, -4.459], [-2.248, 2.125, -3.859], [-1.651, 2.562, -2.592], [-1.663, 4.003, -2.280], [-0.372, 4.689, -2.701], [0.535, 5.137, -1.746], [1.692, 5.795, -2.139], [1.952, 6.002, -3.485], [1.045, 5.566, -4.441], [-0.114, 4.913, -4.050], [-1.139, 1.652, -1.808], [-0.305, 2.005, -0.372], [-1.066, -1.452, -3.984], [0.330, -1.973, -3.679], [0.503, -3.199, -3.046], [1.780, -3.689, -2.810], [2.891, -2.952, -3.193], [2.723, -1.725, -3.822], [1.448, -1.239, -4.067], [-1.918, 0.623, -5.346], [-0.433, 1.377, -4.753], [-3.279, 1.806, -3.684], [-2.271, 2.967, -4.546], [-1.823, 4.128, -1.208], [-2.506, 4.432, -2.818], [0.317, 5.015, -0.693], [2.380, 6.165, -1.390], [2.848, 6.524, -3.792], [1.228, 5.753, -5.491], [-0.832, 4.620, -4.808], [-1.235, -1.434, -5.058], [-1.816, -2.110, -3.538], [-0.364, -3.788, -2.765], [1.909, -4.661, -2.350], [3.885, -3.349, -3.034], [3.584, -1.160, -4.153], [1.336, -0.297, -4.593], [5.874, -3.576, 1.203], [4.783, -3.694, 0.704], [4.416, -4.563, -0.063], [3.816, -2.595, 0.973], [4.329, -1.358, 1.118], [3.474, -0.237, 1.324], [3.965, 1.067, 1.500], [3.069, 2.084, 1.717], [1.710, 1.800, 1.754], [1.206, 0.578, 1.575], [2.087, -0.434, 1.360], [1.554, -1.746, 1.194], [0.200, -1.856, 1.225], [-0.334, -3.071, 1.124], [0.432, -4.223, 1.014], [1.801, -4.127, 0.969], [2.402, -2.851, 1.027], [5.403, -1.219, 1.078], [5.031, 1.256, 1.474], [3.401, 3.102, 1.860], [1.018, 2.607, 1.941], [-1.412, -3.138, 1.135], [-0.054, -5.187, 0.968], [2.410, -5.012, 0.880], [-7.043, -0.960, 0.422], [-5.879, -0.792, 0.536], [-4.868, -1.756, 1.240], [-5.056, -2.872, 1.615], [-3.615, -0.969, 1.254], [-3.718, 0.226, 0.620], [-2.608, 0.926, 0.581], [-5.065, 0.439, 0.024], [-5.405, 1.286, -0.743], [-2.394, -1.219, 1.720], [-0.414, 1.905, 3.561], [-1.349, 1.872, 2.538], [-2.453, 1.183, 3.107], [-1.680, 2.900, 2.411], [-1.181, 0.687, 5.928], [-1.364, -0.499, 5.116], [-0.653, -0.925, 3.781], [0.916, -0.938, 4.022], [1.477, -1.650, 5.162], [-1.028, -2.462, 3.766], [-2.279, -3.013, 4.268], [-1.507, 0.410, 6.926], [-1.801, 1.497, 5.558], [-0.135, 0.985, 5.951], [1.878, -2.600, 4.817], [0.724, -1.835, 5.924], [2.271, -1.031, 5.569], [-2.406, -3.975, 3.781], [-3.119, -2.366, 4.030], [-2.208, -3.143, 5.344]], "forces_ev_per_a": [[0.84, 0.55, -3.99], [0.36, 0.18, 0.54], [-0.20, -0.53, -0.24], [0.12, 0.21, 0.39], [-0.02, 0.33, -0.16], [-0.10, -0.17, -0.37], [0.13, -0.62, 0.31], [0.35, 0.57, 0.03], [-0.15, -0.16, 0.03], [-0.07, 0.00, -0.05], [0.02, -0.02, 0.04], [0.02, 0.02, 0.01], [-0.04, -0.07, -0.05], [0.05, 0.02, -0.04], [-0.16, 0.64, 0.05], [0.01, -0.12, 0.51], [0.25, -0.48, 0.02], [-0.05, 0.17, 0.03], [-0.10, 0.00, -0.04], [0.02, -0.04, 0.03], [0.02, -0.01, 0.00], [0.01, 0.05, -0.01], [-0.02, -0.01, 0.02], [-0.03, -0.05, 0.03], [0.01, -0.07, 0.02], [0.02, 0.05, 0.10], [0.03, 0.02, 0.05], [-0.05, -0.13, -0.02], [-0.10, -0.10, 0.04], [-0.02, -0.03, 0.05], [0.00, 0.01, -0.02], [-0.01, 0.00, 0.01], [0.01, 0.01, 0.01], [0.00, 0.04, 0.00], [-0.08, 0.09, 0.00], [-0.06, 0.10, 0.00], [0.00, 0.01, 0.00], [0.00, 0.01, -0.01], [-0.01, 0.01, 0.01], [0.00, -0.01, 0.01], [0.00, 0.00, -0.01], [-0.18, -0.19, -0.02], [0.10, 0.33, -0.24], [-0.04, 0.03, 0.21], [0.00, 0.12, 0.08], [0.17, -0.27, -0.03], [-0.31, 0.04, 0.02], [-0.09, 0.05, 0.04], [0.19, -0.04, -0.03], [-0.15, 0.04, 0.09], [-0.12, -0.18, 0.15], [0.11, 0.02, -0.03], [0.26, -0.03, -0.08], [-0.03, 0.03, 0.48], [-0.28, 0.04, -0.06], [0.26, -0.06, -0.03], [-0.06, 0.09, -0.06], [-0.19, -0.02, -0.02], [-0.01, 0.01, 0.02], [0.00, -0.01, -0.01], [-0.04, 0.01, 0.04], [0.00, -0.04, -0.03], [0.01, 0.03, 0.08], [-0.06, 0.03, -0.01], [0.05, -0.04, -0.01], [-0.01, -0.03, -0.06], [-0.06, 0.02, 0.06], [0.07, -0.22, 0.03], [-0.01, 0.04, 0.08], [-0.23, 0.44, -0.30], [0.17, -0.49, 0.35], [-0.59, 0.12, 0.25], [0.08, 0.08, -0.20], [-0.02, 0.03, 0.04], [-0.54, -0.51, 0.17], [-0.17, 0.45, -0.18], [0.29, -0.62, 1.93], [-0.01, 0.44, 0.14], [0.09, -0.05, -0.85], [-0.04, 0.20, 0.34], [-0.05, 0.24, -0.71], [1.04, -1.06, 1.43], [-0.64, 0.32, -0.20], [0.14, -0.19, 0.20], [-0.04, 0.47, -0.22], [-0.15, -0.09, 0.10], [0.01, -0.07, -0.03], [0.00, -0.08, -0.04], [-0.01, -0.06, -0.06], [-0.02, 0.04, -0.06], [-0.02, 0.06, -0.02], [-0.02, 0.03, -0.04], [0.03, 0.02, -0.01], [0.03, 0.02, -0.03], [0.06, 0.02, -0.01]], "mulliken_charge": [0.307, 0.419, -0.394, 0.195, -0.622, -0.861, 0.527, -2.035, 1.182, -0.039, -0.897, -0.485, -0.882, -0.224, 0.056, 0.136, -1.437, 0.544, 0.057, -0.781, -0.517, -0.993, -0.214, 0.581, 0.255, 0.304, 0.525, 0.695, 0.655, 0.460, 0.413, 0.432, 0.426, 0.347, 0.576, 0.468, 0.456, 0.503, 0.544, 0.487, 0.403, -0.556, 0.999, -0.552, 0.069, -0.855, 1.348, -0.881, -1.571, -0.201, 0.651, -0.969, -0.379, 0.716, -0.190, -1.713, -0.969, 0.880, 0.640, 0.592, 0.573, 0.634, 0.664, 0.655, 0.735, -0.368, 0.125, -0.295, -0.462, 0.424, 0.979, -0.297, -0.095, -0.476, 1.102, -0.190, -0.144, -0.266, 0.471, -0.746, -0.353, 0.920, -0.061, -0.892, -0.236, -0.825, 0.351, 0.231, 0.330, 0.274, 0.346, 0.313, 0.295, 0.331, 0.319], "energy_ev": -107129.7136, "e_homo_ev": -16.11, "spin_multiplicity": 1, "lumo_energy_ev": -10.446, "homo_lumo_gap_ev": 5.660, "charge": 3, "de_lowest_kj_mol": 0.0}

***

{"formula": "C37H47NO6P2Sr", "method": "the ωB97M-V functional and the def2-TZVPD basis", "species": ["Sr", "C", "C", "O", "C", "C", "O", "C", "C", "O", "C", "C", "O", "C", "C", "O", "C", "C", "O", "H", "H", "H", "H", "H", "H", "H", "H", "H", "H", "H", "H", "H", "H", "H", "H", "H", "H", "H", "H", "H", "H", "H", "H", "C", "N", "P", "C", "C", "C", "C", "C", "C", "C", "C", "C", "C", "C", "C", "P", "C", "C", "C", "C", "C", "C", "C", "C", "C", "C", "C", "C", "H", "H", "H", "H", "H", "H", "H", "H", "H", "H", "H", "H", "H", "H", "H", "H", "H", "H", "H", "H", "H", "H", "H"], "positions_angstrom": [[0.334, -1.144, 1.025], [-2.624, -1.759, 2.386], [-2.015, -0.782, 3.370], [-1.060, 0.044, 2.703], [-0.414, 1.023, 3.518], [0.845, 1.496, 2.807], [1.714, 0.432, 2.425], [2.610, -0.123, 3.385], [1.983, -1.245, 4.202], [1.156, -2.063, 3.366], [1.431, -3.466, 3.323], [2.293, -3.820, 2.129], [1.644, -3.377, 0.928], [1.254, -4.413, 0.023], [0.557, -3.764, -1.158], [-0.459, -2.844, -0.771], [-1.774, -3.334, -0.487], [-1.989, -3.662, 0.982], [-1.586, -2.582, 1.835], [-3.154, -1.224, 1.592], [-3.334, -2.384, 2.935], [-1.519, -1.321, 4.184], [-2.818, -0.164, 3.781], [-0.178, 0.591, 4.495], [-1.086, 1.872, 3.672], [1.375, 2.216, 3.438], [0.590, 1.991, 1.868], [2.991, 0.660, 4.047], [3.447, -0.502, 2.797], [1.358, -0.854, 5.007], [2.779, -1.835, 4.661], [0.461, -3.959, 3.239], [1.907, -3.796, 4.248], [2.457, -4.898, 2.103], [3.267, -3.329, 2.186], [0.600, -5.126, 0.534], [2.133, -4.953, -0.339], [0.153, -4.539, -1.814], [1.274, -3.172, -1.729], [-1.990, -4.218, -1.095], [-2.451, -2.536, -0.797], [-1.396, -4.525, 1.286], [-3.040, -3.906, 1.152], [-0.257, 3.073, -1.505], [-0.089, 1.674, -1.054], [1.262, 0.710, -1.558], [1.707, 1.311, -3.216], [0.753, 1.276, -4.236], [1.085, 1.682, -5.518], [2.376, 2.108, -5.802], [3.331, 2.135, -4.798], [3.000, 1.742, -3.508], [2.647, 1.287, -0.520], [3.630, 0.344, -0.212], [4.718, 0.686, 0.580], [4.817, 1.969, 1.099], [3.837, 2.912, 0.808], [2.765, 2.578, -0.006], [-1.481, 0.682, -0.792], [-2.309, 0.512, -2.400], [-3.158, 1.473, -2.953], [-3.652, 1.307, -4.238], [-3.312, 0.180, -4.977], [-2.479, -0.786, -4.432], [-1.980, -0.620, -3.148], [-2.628, 1.720, 0.163], [-2.211, 2.773, 0.974], [-3.110, 3.419, 1.812], [-4.435, 3.010, 1.864], [-4.861, 1.958, 1.065], [-3.965, 1.320, 0.218], [0.519, 3.338, -2.222], [-0.201, 3.765, -0.665], [-1.218, 3.213, -1.998], [-0.258, 0.946, -4.030], [0.334, 1.663, -6.297], [2.634, 2.420, -6.805], [4.337, 2.470, -5.012], [3.755, 1.782, -2.734], [3.557, -0.659, -0.623], [5.492, -0.044, 0.782], [5.663, 2.242, 1.716], [3.926, 3.918, 1.197], [2.026, 3.331, -0.248], [-3.449, 2.342, -2.376], [-4.309, 2.055, -4.663], [-3.704, 0.055, -5.978], [-2.217, -1.663, -5.009], [-1.303, -1.357, -2.728], [-1.184, 3.112, 0.940], [-2.779, 4.255, 2.414], [-5.137, 3.520, 2.510], [-5.896, 1.642, 1.086], [-4.317, 0.513, -0.414]], "forces_ev_per_a": [[0.40, -0.13, -0.64], [-0.07, 0.03, 0.05], [-0.07, 0.04, 0.02], [0.06, -0.07, -0.13], [-0.05, -0.01, 0.08], [-0.06, 0.04, 0.18], [-0.12, -0.06, 0.09], [0.03, 0.03, 0.01], [-0.03, 0.03, 0.06], [0.14, 0.04, -0.23], [-0.01, -0.04, 0.04], [0.00, 0.01, 0.08], [-0.01, 0.08, -0.01], [-0.07, 0.00, -0.03], [0.05, -0.11, -0.01], [-0.12, 0.03, 0.28], [-0.02, 0.00, -0.05], [-0.03, -0.03, 0.06], [0.14, 0.17, 0.00], [0.03, 0.00, -0.01], [-0.04, 0.00, -0.05], [0.00, 0.00, 0.00], [0.00, -0.01, 0.02], [-0.02, -0.02, -0.01], [0.02, 0.02, 0.01], [0.00, 0.00, 0.00], [-0.05, 0.03, 0.01], [0.01, -0.01, 0.01], [-0.01, 0.00, 0.00], [-0.01, -0.02, 0.01], [0.01, 0.00, 0.00], [0.00, -0.01, 0.02], [-0.01, 0.00, 0.01], [0.01, 0.00, -0.03], [0.00, 0.00, -0.02], [0.01, 0.00, 0.03], [0.01, -0.01, 0.01], [-0.02, 0.01, 0.00], [0.00, 0.00, 0.00], [-0.01, 0.00, 0.00], [0.01, 0.01, 0.00], [-0.01, -0.01, 0.00], [-0.01, 0.00, -0.03], [0.13, 0.00, 0.01], [-0.16, 0.00, -0.29], [-0.12, 0.06, 0.28], [0.07, -0.02, 0.04], [-0.04, 0.00, 0.03], [-0.02, 0.00, 0.01], [0.02, 0.00, 0.02], [-0.01, 0.00, -0.03], [-0.02, 0.02, 0.01], [0.00, -0.03, -0.04], [0.01, 0.04, -0.01], [-0.01, -0.01, -0.01], [-0.01, 0.00, 0.00], [-0.01, 0.00, 0.01], [0.01, 0.01, 0.02], [0.06, 0.09, 0.04], [-0.01, 0.00, -0.01], [0.01, -0.04, 0.02], [-0.01, 0.00, -0.01], [-0.01, 0.01, 0.00], [0.00, -0.03, 0.02], [-0.05, 0.01, 0.01], [0.02, 0.01, 0.06], [0.04, -0.04, -0.02], [-0.05, 0.03, 0.03], [0.02, 0.01, 0.00], [0.02, -0.03, -0.04], [-0.02, 0.00, 0.06], [0.03, -0.04, -0.01], [0.02, 0.02, -0.08], [-0.04, -0.03, -0.02], [0.04, 0.03, -0.01], [0.01, 0.00, 0.00], [0.00, 0.00, 0.00], [0.00, 0.00, -0.01], [0.00, -0.01, 0.00], [0.01, -0.01, 0.00], [0.00, 0.01, 0.00], [0.00, 0.00, -0.01], [0.00, 0.00, 0.00], [0.02, -0.01, 0.01], [0.02, 0.02, -0.01], [0.01, 0.00, 0.00], [0.00, 0.00, 0.00], [0.00, 0.00, 0.00], [-0.01, -0.03, 0.01], [-0.05, -0.05, 0.07], [0.00, -0.01, 0.00], [0.01, 0.00, 0.00], [0.00, 0.01, 0.00], [0.00, -0.01, -0.01]], "mulliken_charge": [0.617, -0.638, -0.967, 0.136, -0.936, -0.290, 0.653, -0.635, -0.966, 0.110, -0.672, -0.796, 0.010, -0.726, -1.023, 0.846, -0.617, -0.962, 0.106, 0.284, 0.506, 0.326, 0.455, 0.444, 0.659, 0.550, -0.476, 0.336, 0.246, 0.240, 0.624, 0.208, 0.508, 0.516, 0.264, 0.480, 0.506, 0.392, 0.278, 0.508, 0.222, 0.215, 0.569, -1.435, 0.486, 0.230, 0.430, 0.024, -0.803, -0.623, -0.773, -0.777, 1.025, -0.686, -0.868, -0.598, -0.682, -0.394, 1.833, 0.646, -0.745, -0.831, -0.734, -0.642, -0.648, 0.772, -0.708, -0.689, -0.741, -0.793, -0.924, 0.597, 0.390, 0.278, 0.238, 0.476, 0.404, 0.432, 0.392, 0.488, 0.506, 0.426, 0.466, 0.388, 0.458, 0.469, 0.427, 0.478, 0.263, -0.020, 0.510, 0.431, 0.477, 0.562], "energy_ev": -72309.8638, "e_homo_ev": -12.88, "spin_multiplicity": 1, "lumo_energy_ev": -4.046, "homo_lumo_gap_ev": 8.837, "charge": 2, "de_lowest_kj_mol": 2.1}